# CH3F2O2PS

A molecular structure, CH3F2O2PS (ωB97M-V/def2-TZVPD, OMol25).

Values from the calculation:
HOMO-LUMO gap = 8.6497 eV
HOMO level = -0.3828 Eh
E = -1129.68035 Eh

Last column: Löwdin charge in e.
Atoms and positions in Å:
C: 1.292 -0.236 -0.050  -0.2241
O: -1.373 -1.429 0.814  -0.4889
O: -2.726 -0.931 -1.287  -0.5068
F: -0.174 1.432 1.314  -0.2805
F: 0.770 2.193 -0.721  -0.2702
P: -0.111 0.925 -0.230  0.8109
S: -2.358 -0.576 0.218  0.8337
H: 1.741 -0.393 -1.029  0.0483
H: 2.017 0.197 0.635  0.0527
H: 0.923 -1.182 0.336  0.0249

Force components x, y, z for each atom (eV/Å):
C -0.563 0.036 -0.198
O 0.013 -0.154 0.396
O 1.267 1.495 6.399
F -0.285 -0.474 -0.709
F -0.681 -0.612 -0.199
P 2.106 1.485 1.154
S -2.002 -1.804 -6.811
H 0.032 -0.012 -0.055
H 0.016 0.100 0.021
H 0.097 -0.061 0.003

---

# C38H49BrN6O3RhTe

A molecular structure, C38H49BrN6O3RhTe (ωB97M-V/def2-TZVPD, OMol25).

Values from the calculation:
Total charge = +2
HOMO-LUMO gap (alpha / beta) = 7.5233 / 7.1163 eV
Spin multiplicity = 2
HOMO level (alpha / beta) = -0.4633 / -0.4633 Eh
E = -4983.78560 Eh

Last column: Mulliken spin population.
Atoms and positions in Å:
Rh: 1.125 -2.310 1.229  0.8371
N: 3.155 -1.911 1.044  0.0293
C: 3.913 -2.944 1.790  -0.0114
C: 3.190 -3.186 3.108  0.0176
N: 1.743 -3.453 2.887  -0.0128
C: 1.385 -4.885 2.721  0.0027
C: 1.461 -5.327 1.272  -0.0111
N: 0.609 -4.430 0.465  0.1172
H: 3.470 -1.815 0.084  0.0069
H: 3.303 -0.998 1.476  -0.0147
H: 4.946 -2.645 1.977  0.0007
H: 3.935 -3.844 1.180  0.0007
H: 3.260 -2.285 3.722  0.0010
H: 3.669 -3.997 3.661  0.0008
H: 1.240 -3.119 3.701  -0.0004
H: 0.357 -4.994 3.073  0.0000
H: 2.015 -5.524 3.343  -0.0002
H: 1.151 -6.371 1.203  0.0027
H: 2.478 -5.263 0.889  0.0006
H: -0.362 -4.628 0.688  -0.0069
H: 0.716 -4.615 -0.526  -0.0049
C: 0.018 -1.075 5.312  0.0022
O: -0.380 -1.507 4.010  0.0157
C: -1.593 -1.053 3.572  0.0060
C: -2.447 -0.265 4.328  -0.0020
C: -3.662 0.147 3.794  0.0011
Br: -4.799 1.212 4.849  0.0000
C: -4.036 -0.193 2.511  -0.0024
C: -3.169 -0.960 1.734  0.0014
C: -1.969 -1.399 2.276  0.0027
O: -1.109 -2.160 1.488  -0.0031
C: -3.558 -1.282 0.350  0.0011
N: -4.783 -1.316 -0.064  -0.0001
C: -4.712 -1.604 -1.422  0.0005
C: -5.739 -1.747 -2.353  0.0000
C: -5.383 -2.018 -3.658  0.0000
C: -4.038 -2.150 -4.041  0.0000
C: -3.009 -2.023 -3.127  -0.0001
C: -3.380 -1.748 -1.815  -0.0002
N: -2.637 -1.583 -0.651  -0.0002
H: 0.068 0.014 5.370  0.0001
H: 1.012 -1.483 5.482  -0.0011
H: -0.663 -1.452 6.076  0.0003
H: -2.192 0.027 5.336  0.0000
H: -4.977 0.126 2.087  -0.0001
H: -1.655 -2.715 0.910  0.0028
H: -6.772 -1.643 -2.053  0.0000
H: -6.153 -2.131 -4.409  0.0000
H: -3.804 -2.363 -5.076  0.0000
H: -1.974 -2.136 -3.425  0.0000
H: -1.661 -1.331 -0.619  0.0021
C: 1.258 -2.214 -2.356  -0.0025
C: 0.741 -1.117 -1.475  0.0478
O: 0.295 -0.038 -2.194  -0.0022
N: 0.680 -1.028 -0.221  -0.0596
Te: -0.296 1.258 -0.807  -0.0030
C: -0.747 2.797 -2.203  0.0000
C: -0.876 4.044 -1.576  0.0005
C: -0.735 4.243 -0.087  0.0014
C: -1.158 5.155 -2.364  -0.0005
C: -1.333 5.052 -3.733  0.0002
C: -1.632 6.258 -4.577  0.0000
C: -1.264 3.787 -4.309  -0.0001
C: -0.986 2.641 -3.579  0.0000
C: -0.997 1.326 -4.312  0.0004
C: 1.560 1.914 -0.104  -0.0233
C: 1.751 1.767 1.274  -0.0136
C: 0.675 1.246 2.189  0.1524
C: 2.979 2.135 1.810  -0.0196
C: 4.007 2.625 1.014  0.0026
C: 5.322 3.040 1.610  -0.0001
C: 3.788 2.733 -0.355  -0.0004
C: 2.580 2.387 -0.950  0.0054
C: 2.450 2.564 -2.440  0.0003
H: 2.013 -1.815 -3.035  0.0004
H: 0.454 -2.618 -2.973  -0.0004
H: 1.695 -3.008 -1.755  0.0011
H: -1.193 3.427 0.488  0.0004
H: -1.253 5.150 0.220  0.0001
H: 0.309 4.335 0.216  -0.0001
H: -1.256 6.122 -1.883  0.0000
H: -1.677 7.164 -3.977  0.0000
H: -2.585 6.138 -5.092  0.0000
H: -0.865 6.390 -5.341  0.0000
H: -1.449 3.686 -5.373  0.0000
H: -1.411 1.467 -5.307  0.0000
H: -1.607 0.582 -3.798  -0.0001
H: 0.006 0.915 -4.420  -0.0001
H: 0.205 0.326 1.827  -0.0513
H: -0.116 1.990 2.324  -0.0002
H: 1.090 1.041 3.176  -0.0171
H: 3.132 2.047 2.881  -0.0004
H: 5.362 2.831 2.678  0.0000
H: 5.482 4.110 1.470  0.0000
H: 6.151 2.525 1.124  0.0001
H: 4.584 3.110 -0.987  0.0002
H: 3.436 2.668 -2.888  0.0000
H: 1.886 3.469 -2.669  0.0000
H: 1.946 1.727 -2.920  -0.0001

Force components x, y, z for each atom (eV/Å):
Rh -0.277 0.723 -0.232
N 0.015 -0.071 0.155
C -0.047 -0.023 0.093
C 0.058 0.019 -0.106
N 0.116 -0.307 0.254
C 0.045 -0.039 -0.031
C -0.049 -0.031 0.042
N 0.058 -0.016 0.040
H 0.032 -0.077 -0.008
H -0.001 0.049 -0.074
H -0.012 0.038 -0.011
H 0.026 0.004 0.002
H 0.008 0.001 -0.010
H -0.034 -0.014 0.000
H -0.084 0.075 0.006
H -0.008 -0.015 0.000
H 0.002 0.025 0.028
H -0.003 -0.003 -0.021
H 0.002 -0.029 -0.012
H -0.026 -0.013 -0.061
H 0.029 -0.040 -0.010
C 0.037 -0.030 0.045
O 0.026 0.001 -0.008
C 0.008 0.007 0.007
C 0.021 -0.015 0.048
C -0.002 -0.015 -0.058
Br -0.012 -0.001 0.005
C 0.014 -0.006 0.038
C 0.038 0.043 -0.053
C 0.007 0.282 -0.153
O 0.079 -0.706 0.638
C 0.023 -0.008 -0.034
N -0.041 0.007 -0.041
C -0.041 0.013 0.008
C 0.001 0.005 -0.002
C 0.000 0.011 -0.008
C -0.007 -0.001 -0.010
C -0.002 -0.006 0.010
C 0.035 0.004 0.031
N -0.085 0.017 -0.012
H -0.012 0.007 -0.026
H -0.027 -0.015 0.001
H 0.025 -0.010 -0.005
H -0.006 -0.005 -0.018
H -0.005 0.000 0.004
H 0.066 0.092 -0.111
H 0.001 -0.004 -0.002
H 0.001 -0.005 0.001
H -0.002 0.000 -0.001
H -0.003 0.019 -0.006
H 0.044 -0.052 0.031
C -0.026 0.065 -0.017
C 0.184 0.040 0.152
O -0.017 0.116 0.118
N -0.093 -0.134 -0.480
Te -0.208 0.160 -0.337
C 0.045 -0.042 0.042
C -0.001 0.001 -0.103
C 0.038 -0.076 -0.023
C 0.012 0.004 0.113
C -0.025 0.024 -0.066
C 0.008 -0.023 -0.003
C 0.003 0.017 0.019
C 0.015 0.009 0.045
C 0.019 -0.031 0.043
C 0.216 -0.111 -0.225
C 0.013 -0.077 0.003
C -0.085 0.141 0.157
C -0.005 -0.069 0.053
C 0.050 0.022 -0.027
C -0.012 0.011 -0.016
C -0.016 -0.004 0.052
C -0.058 0.017 0.105
C -0.064 -0.039 0.019
H -0.006 -0.011 -0.011
H 0.000 -0.008 -0.001
H 0.007 0.018 -0.006
H 0.013 0.038 0.044
H -0.004 0.004 0.004
H 0.005 -0.010 0.022
H 0.000 -0.002 -0.008
H -0.002 0.000 0.002
H -0.002 0.006 0.002
H 0.000 0.001 0.004
H -0.002 -0.004 0.000
H -0.017 0.008 -0.002
H 0.006 -0.002 -0.018
H 0.007 -0.004 -0.009
H 0.094 0.064 -0.033
H -0.017 -0.031 0.030
H -0.016 0.008 0.002
H -0.007 0.011 0.002
H 0.002 -0.001 0.001
H 0.001 -0.002 0.005
H 0.001 0.004 -0.003
H 0.005 -0.010 -0.003
H -0.003 -0.012 0.014
H -0.049 0.025 -0.036
H -0.035 0.004 0.009

---

Max |F|
In order: 7.33 0.96
Unit: eV/Å
ΔE to the lowest compared entry with this formula, charge and spin
In order: 16.3 7.4
Unit: kcal per mole